Computed, not measured: a molecular structure, C41H37ClFeN2O4 in a non-equilibrium geometry, with ωB97M-V/def2-TZVPD.

XYZ file:
```
86
Properties=species:S:1:pos:R:3:lowdin_spin:R:1
Fe -0.0799 0.9416 -0.8242 0.969
O 1.7234 0.5083 -0.6151 0.026
C 2.6551 0.3955 0.3834 0.003
C 2.2552 1.3488 1.5222 0.002
C 0.9419 0.9855 2.1265 -0.002
C 0.9048 0.6294 3.4685 0.000
C -0.2939 0.2807 4.0541 -0.001
C -1.4191 0.2578 3.2612 0.000
C -1.3228 0.5925 1.9155 -0.002
C -2.4945 0.3560 1.0301 0.000
C -2.1647 -0.8919 0.1674 0.002
O -0.9551 -0.6699 -0.4892 0.004
C -1.9870 -2.0942 1.1286 -0.003
C -0.7102 -2.5146 1.4702 0.000
C -0.5181 -3.5479 2.3789 0.000
C -1.6072 -4.1745 2.9661 0.000
C -2.8901 -3.7580 2.6342 0.000
C -3.0765 -2.7287 1.7215 -0.001
C -3.2876 -1.2440 -0.8061 0.003
C -2.9485 -1.9265 -1.9698 0.000
C -3.9255 -2.2994 -2.8790 0.000
C -5.2621 -2.0078 -2.6315 0.000
C -5.6084 -1.3368 -1.4699 0.000
C -4.6252 -0.9536 -0.5651 0.001
N -0.1631 0.9891 1.3533 -0.009
C 4.0324 0.8287 -0.1659 -0.001
C 4.2202 0.8276 -1.5440 0.000
C 5.4445 1.1805 -2.0928 0.000
C 6.5028 1.5478 -1.2727 0.000
C 6.3234 1.5566 0.1022 0.000
C 5.0979 1.1977 0.6496 0.000
C 2.8092 -1.0655 0.8301 0.000
C 3.4568 -1.4228 2.0097 0.000
C 3.6430 -2.7572 2.3438 0.000
C 3.1928 -3.7565 1.4923 0.000
C 2.5453 -3.4076 0.3148 0.000
C 2.3514 -2.0727 -0.0117 0.000
H 3.0059 1.4332 2.3065 0.000
H 2.1749 2.3239 1.0468 0.000
H 1.8251 0.6368 4.0361 0.000
H -0.3446 0.0080 5.1010 0.000
H -2.3767 -0.0573 3.6521 0.000
H -3.3907 0.2153 1.6335 0.000
H -2.6422 1.1990 0.3635 0.000
H 0.1325 -2.0175 1.0182 0.000
H 0.4920 -3.8535 2.6231 0.000
H -1.4611 -4.9822 3.6733 0.000
H -3.7514 -4.2413 3.0803 0.000
H -4.0850 -2.4265 1.4665 0.000
H -1.9018 -2.1231 -2.1637 0.000
H -3.6415 -2.8070 -3.7927 0.000
H -6.0253 -2.2947 -3.3444 0.000
H -6.6456 -1.0961 -1.2692 0.000
H -4.9140 -0.4041 0.3218 0.000
H 3.3778 0.5718 -2.1711 0.000
H 5.5690 1.1758 -3.1689 0.000
H 7.4569 1.8295 -1.7011 0.000
H 7.1373 1.8471 0.7557 0.000
H 4.9925 1.2066 1.7274 0.000
H 3.8244 -0.6558 2.6819 0.000
H 4.1430 -3.0159 3.2697 0.000
H 3.3424 -4.7988 1.7467 0.000
H 2.1745 -4.1788 -0.3493 0.000
H 1.8231 -1.7879 -0.9123 0.000
Cl 0.4667 -0.0352 -5.5111 0.000
C 0.6925 1.5707 -4.7672 -0.001
C 0.6113 1.5976 -3.2483 0.002
O 1.1536 2.5242 -2.6597 0.006
O -0.0735 0.6664 -2.6915 -0.008
H -0.0860 2.2237 -5.1571 0.000
H 1.6633 1.9522 -5.0673 0.000
C 0.2456 3.9387 0.3541 -0.002
C -1.0644 3.6501 -0.3012 -0.002
C -2.1463 4.4957 -0.4309 0.001
C -3.1163 3.7959 -1.1897 0.004
C -2.5845 2.5580 -1.4828 0.006
C -3.1392 1.5348 -2.4255 0.000
N -1.3434 2.4438 -0.8968 0.000
H 0.5383 4.9704 0.1475 0.000
H 1.0250 3.3069 -0.0665 -0.001
H 0.2206 3.8111 1.4410 0.000
H -2.1997 5.5089 -0.0602 0.000
H -4.0700 4.1638 -1.5403 0.001
H -3.3367 1.9959 -3.3977 0.000
H -4.0754 1.1013 -2.0762 0.000
H -2.4332 0.7248 -2.5907 0.000
```

As for the expectation value of S²: 0.979. As for the multiplicity: 2. The energy relative to the best compared isomer or geometry (same formula, charge and spin) comes out at 41.4 kJ/mol. Its HOMO energy (spin up / spin down) is -0.1516 / -0.1514 hartree. The value obtained for the HOMO-LUMO gap (spin up / spin down) is 6.70 / 6.70 eV. As for the LUMO energy (spin up / spin down): 2.58 / 2.58 eV. The net charge is -1.